(1)
{"formula": "C5H18AsNOP", "method": "ωB97M-V/def2-TZVPD", "lumo_energy_ev": 3.612, "charge": -1, "e_homo_ev": -2.6, "species": ["C", "H", "C", "O", "H", "H", "H", "H", "H", "H", "As", "C", "H", "H", "H", "N", "P", "H", "H", "H", "H", "C", "H", "H", "C", "H", "H"], "positions_angstrom": [[3.86227, -0.33558, 0.37115], [2.28626, 1.07993, -1.13283], [1.56809, 0.65838, -0.40545], [-2.56031, -2.23835, 0.90382], [4.32789, -1.34123, 0.33447], [-0.00590, -0.84772, -0.84796], [-0.40816, 2.19412, -0.72158], [-2.58841, 2.06430, 1.04751], [2.09927, -1.43167, -0.20317], [1.31434, 1.42575, 0.34485], [-1.58097, 0.84594, 1.14007], [2.30057, -0.49322, 0.34551], [4.26163, 0.21925, -0.49180], [1.98968, -0.59000, 1.39629], [0.47033, 0.24871, -2.20415], [-3.45442, -0.76902, -1.24287], [-3.22152, -0.69202, 0.51274], [-1.80580, -2.33510, 0.31514], [-3.23091, -1.72153, -1.52919], [-2.04857, 0.58731, 2.62022], [-4.44825, -0.69313, -1.43010], [-0.89940, 1.19406, -0.75071], [4.20557, 0.09526, 1.32825], [-0.44970, 1.79462, 1.69890], [0.24605, 0.19201, -1.11787], [-0.55172, -0.37268, 1.24725], [-1.67791, 1.26162, -1.52848]]}

(2)
{"formula": "C8H6F3NOS", "method": "ωB97M-V/def2-TZVPD", "lumo_energy_ev": 0.263, "charge": 0, "e_homo_ev": -9.8, "species": ["C", "C", "H", "H", "O", "F", "C", "C", "H", "F", "F", "C", "H", "C", "C", "N", "H", "S", "C", "H"], "positions_angstrom": [[0.51145, -0.76643, 1.79089], [-2.41356, 1.17834, -0.86243], [-4.53818, 0.42241, -0.85594], [2.16458, -2.03389, -0.02698], [0.02146, -0.79332, 2.87505], [0.89765, -3.80137, 1.06320], [-3.55398, 0.44851, -0.58239], [-0.07255, -3.09900, 0.40129], [-2.31942, 2.25414, -1.01107], [-1.31980, -3.55562, 0.90870], [0.05505, -3.42352, -0.84805], [1.47773, -1.07826, -0.10168], [1.45639, -0.73438, -1.10400], [0.17487, -1.53644, 0.53744], [-1.45686, -0.52280, -0.01974], [-1.20432, 0.61842, -0.46832], [1.56549, 0.91818, 0.96053], [-3.02959, -1.08984, 0.04795], [1.66684, -0.12362, 1.15476], [2.61634, -0.22911, 1.60591]]}